5 unconnected molecules or ions with the total composition C19H26F4O11 at a distorted geometry, computed with the ωB97M-V functional and the def2-TZVPD basis.

Atoms and positions in Å:
1 O -0.560835 2.692470 0.191220
2 C -1.053312 2.183599 -0.846266
3 O -2.424391 1.754096 -0.806156
4 O -0.371023 2.043581 -2.091837
5 C 0.747864 1.163157 -1.996226
6 F 1.189844 0.873567 -3.341447
7 F 0.419321 -0.116512 -1.424304
8 C 2.046098 1.840322 -1.267977
9 F 2.233750 1.111292 -0.056040
10 F 3.190358 1.795764 -2.141702
11 H -2.493809 0.991947 -0.169099
12 H 1.857631 2.953490 -0.990446
13 O -0.385744 -0.251284 1.587435
14 C -0.892370 -1.343098 1.626338
15 C -0.159376 -2.647327 1.775138
16 C -1.213494 -3.652737 1.370128
17 C -2.496495 -2.958409 1.759765
18 O -2.237621 -1.560875 1.581844
19 H 0.140786 -2.770870 2.818637
20 H 0.708154 -2.687760 1.116471
21 H -1.091637 -4.628725 1.842971
22 H -1.184800 -3.797200 0.285096
23 H -2.762432 -3.133410 2.806763
24 H -3.333511 -3.260726 1.127329
25 O 2.189509 -3.536035 -4.819700
26 C 2.625246 -2.579388 -5.407560
27 C 2.247975 -1.145726 -5.153348
28 C 2.769932 -0.454896 -6.394592
29 C 3.939333 -1.327268 -6.786402
30 O 3.574779 -2.651000 -6.381413
31 H 2.755044 -0.798320 -4.250630
32 H 1.168527 -1.035046 -5.055975
33 H 3.046323 0.588547 -6.232481
34 H 2.006579 -0.483553 -7.179010
35 H 4.860674 -1.045182 -6.267863
36 H 4.120108 -1.309352 -7.862850
37 O 2.337840 5.008369 0.072926
38 C 1.516481 5.662802 -0.517245
39 C 1.104608 7.068638 -0.178284
40 C -0.181842 7.220335 -0.961755
41 C 0.038809 6.293633 -2.134145
42 O 0.855626 5.232629 -1.626964
43 H 1.876811 7.759616 -0.524840
44 H 0.938803 7.181690 0.892968
45 H -0.395524 8.248263 -1.259892
46 H -1.022690 6.862268 -0.359163
47 H 0.571637 6.781735 -2.955733
48 H -0.899248 5.885288 -2.514738
49 O -0.847453 -4.635734 4.761040
50 C -1.596192 -4.354582 5.662631
51 C -2.936373 -4.987469 5.920650
52 C -3.569553 -4.008148 6.885395
53 C -2.369185 -3.428406 7.595776
54 O -1.317201 -3.434203 6.624428
55 H -2.785154 -5.968792 6.376607
56 H -3.513277 -5.075024 4.999887
57 H -4.292149 -4.465156 7.563736
58 H -4.084421 -3.221389 6.324568
59 H -2.057926 -4.036420 8.450497
60 H -2.549403 -2.407073 7.935836

Forces on atoms 1 to 6 (eV/Å):
O -1.3949 -2.0723 -5.1510
C -0.1786 1.0433 4.9336
O 2.8015 -0.2577 -0.8841
O 0.0075 -1.7156 1.6559
C 1.5689 -1.3908 -1.3816
F -1.7848 0.8679 2.9701

Properties
- HOMO-LUMO gap: 10.411 eV
- Charge: 0
- E_HOMO: -9.86 eV
- SMILES string: O=C(O)OC(F)(F)C(F)F.O=C1CCCO1.O=C1CCCO1.O=C1CCCO1.O=C1CCCO1